Record 1
The following is a quantum chemistry calculation of a structure of composition C21H44N3OP2Tl in a non-equilibrium geometry, from OMol25.

The value obtained for the orbital gap (spin up / spin down) is 6.4 / 6.4 eV. Its total charge is +2. The value obtained for the HOMO energy (spin up / spin down) is -14.40 / -14.40 eV.

Atoms and positions in Å:
1 Tl -1.409027 -0.092037 -0.308023
2 P -0.065357 -2.512994 -1.019583
3 P -0.086295 2.464905 -0.742324
4 N -0.128367 0.051619 -2.760698
5 C -0.028644 -2.471907 -2.854938
6 H 0.624664 -3.268582 -3.250517
7 H -1.042014 -2.641110 -3.242499
8 C 0.490354 -1.131662 -3.403902
9 H 1.596274 -1.069634 -3.341995
10 H 0.257993 -1.071046 -4.496674
11 C 0.473209 1.302143 -3.265860
12 H 0.236228 1.367810 -4.358257
13 H 1.577705 1.248205 -3.214129
14 C -0.050322 2.566933 -2.566033
15 H -1.058113 2.785338 -2.932155
16 H 0.592112 3.403835 -2.878256
17 C 1.451887 3.387575 -0.254559
18 C 1.883567 3.024268 1.173742
19 H 2.843626 3.512662 1.392704
20 H 2.040846 1.947074 1.297431
21 H 1.172580 3.372537 1.936666
22 C -1.586818 3.465842 -0.326534
23 C -1.783291 3.593053 1.183142
24 H -2.694916 4.156106 1.410215
25 H -0.989986 4.165534 1.665180
26 H -1.854950 2.622609 1.688752
27 C -1.587076 -3.584134 -0.715005
28 C -1.777244 -3.862952 0.782216
29 H -2.691132 -4.453019 0.944584
30 H -1.863204 -2.935025 1.370024
31 H -0.972608 -4.476037 1.204275
32 C 1.457283 -3.526698 -0.625125
33 C 1.870405 -3.324849 0.842425
34 H 2.837832 -3.820680 1.008845
35 H 1.153985 -3.764813 1.554267
36 H 2.013127 -2.264902 1.081436
37 C 1.851217 -0.090856 -0.361090
38 O 2.986426 -0.051811 -0.458213
39 C -1.741350 4.806870 -1.038881
40 H -1.077639 5.571887 -0.650065
41 H -1.595237 4.748806 -2.120231
42 H -2.738798 5.213203 -0.854693
43 C -1.740388 -4.851665 -1.565640
44 H -2.745672 -5.267057 -1.418096
45 H -1.594371 -4.670786 -2.638691
46 H -1.067695 -5.651151 -1.253087
47 C 1.421490 -5.024795 -0.953630
48 H 2.433272 -5.435227 -0.819592
49 H 0.776942 -5.608699 -0.282345
50 H 1.129855 -5.229931 -1.989362
51 C 1.413406 4.909180 -0.411194
52 H 0.775102 5.420106 0.321264
53 H 2.423502 5.303757 -0.236885
54 H 1.117691 5.231209 -1.414157
55 H 2.215392 2.988720 -0.953655
56 H 2.227517 -3.057076 -1.273583
57 H -2.407470 2.824461 -0.692830
58 H -2.405789 -2.901807 -1.018998
59 H -1.065557 0.075568 -3.066517
60 H -2.740330 -0.087699 -1.438119
61 C -0.052897 1.297550 5.680550
62 N -0.057541 0.440401 4.508541
63 C -0.012008 -0.940956 4.523186
64 C -0.108588 -1.324444 3.205205
65 N -0.086655 -0.213293 2.378529
66 C -0.097592 0.828480 3.203318
67 H -0.943111 1.083539 6.285522
68 H 0.843030 1.105047 6.284165
69 H -0.057255 2.356131 5.389681
70 H 0.000385 -1.531063 5.425247
71 H -0.069866 -2.307014 2.780789
72 H -0.113699 1.874458 2.944754

Cartesian forces (eV/Å) of the 6 atoms listed first:
Tl 2.4380 0.0892 -0.4122
P -1.3034 -1.4711 -0.0028
P -0.9695 0.4135 0.1187
N 1.3775 -0.0375 0.4509
C 0.1308 0.8251 -0.4263
H -0.3656 0.1542 0.2835

=====

Record 2
The following is a quantum chemistry calculation of a structure of composition C21H45LuOP3S in a non-equilibrium geometry, from OMol25.

The value obtained for the orbital gap (spin up / spin down) is 5.0 / 5.0 eV. Its total charge is +3. The value obtained for the HOMO energy (spin up / spin down) is -16.03 / -16.03 eV. For the relative energy (zero: lowest compared OMol25 entry of this formula, charge and spin), the calculation gives 0.00 kJ/mol.

Atoms and positions in Å:
1 Lu -0.450127 -0.326529 -0.986990
2 P -2.066601 1.483156 0.105120
3 P 1.162520 0.518694 1.282544
4 P -0.963094 -2.207066 1.296528
5 H -0.795372 -4.323263 -5.405156
6 C -1.539891 -4.581666 -4.666625
7 C -2.453228 -3.684996 -4.234000
8 H -2.543855 -2.706139 -4.705540
9 C -2.084063 2.930015 -1.002994
10 C -1.982491 2.278670 1.740227
11 C -3.798206 0.924548 0.025761
12 C 2.757758 -0.396125 1.229020
13 C 1.813881 2.222621 1.019169
14 C 0.937552 0.620789 3.104612
15 C -2.091853 -3.552634 0.768340
16 C -1.927336 -1.432831 2.606582
17 C 0.342713 -3.020971 2.226926
18 H -1.528205 -5.618842 -4.338185
19 H -3.257618 -3.997851 -3.561786
20 H -1.809483 2.665703 -2.033594
21 H -1.383400 3.690957 -0.642492
22 H -3.094159 3.351437 -0.998533
23 H -1.034852 2.819573 1.856717
24 H -2.093171 1.527314 2.532123
25 H -2.814074 2.991320 1.793949
26 H -3.969125 0.269214 -0.840180
27 H -4.430131 1.811983 -0.080374
28 H -4.087239 0.397277 0.942861
29 H 3.389672 -0.041920 2.055913
30 H 3.281355 -0.204114 0.283268
31 H 2.586487 -1.474975 1.336972
32 H 2.425076 2.501198 1.889507
33 H 0.993069 2.949208 0.939001
34 H 2.444715 2.276927 0.120462
35 H 1.843806 1.079917 3.521376
36 H 0.809624 -0.367754 3.557137
37 H 0.082874 1.260988 3.350348
38 H -2.098537 -4.279458 1.594934
39 H -1.734035 -4.020035 -0.162693
40 H -3.091572 -3.130403 0.573359
41 H -2.283761 -2.270298 3.236720
42 H -2.803744 -0.883540 2.248785
43 H -1.335391 -0.754565 3.229358
44 H -0.140523 -3.876956 2.706814
45 H 0.765053 -2.347753 2.974505
46 H 1.153499 -3.350094 1.576455
47 C 0.002969 -2.648683 -3.070733
48 C 0.853046 -3.665182 -2.590830
49 C 1.867232 -4.137338 -3.411427
50 C 2.091761 -3.595404 -4.681280
51 C 1.303769 -2.519479 -5.130840
52 C 0.257327 -2.059524 -4.338956
53 S -1.496446 -2.343732 -2.253757
54 H -0.315444 -2.181250 -0.125996
55 H 0.581710 -4.148335 -1.653357
56 H 2.501079 -4.945041 -3.038487
57 H 2.881344 -3.988181 -5.327430
58 H 1.479225 -2.054095 -6.115563
59 H -0.429010 -1.278156 -4.679736
60 C 2.467312 2.402137 -3.053927
61 C 3.197849 1.047290 -3.177069
62 C 2.333636 -0.022480 -2.513565
63 O 1.084668 0.691731 -2.036070
64 C 1.107437 2.155054 -2.403066
65 H 3.048741 3.091872 -2.425588
66 H 2.329303 2.871643 -4.040574
67 H 4.184616 1.053812 -2.699720
68 H 3.331120 0.773552 -4.233583
69 H 2.011921 -0.789307 -3.228476
70 H 2.801110 -0.470965 -1.626202
71 H 0.974346 2.732215 -1.473116
72 H 0.272330 2.337591 -3.092549

Cartesian forces (eV/Å) of the 6 atoms listed first:
Lu 0.6017 -0.2032 -0.8637
P -1.2222 0.8813 0.3397
P 1.3303 0.3616 0.4866
P -0.1654 -2.8963 0.3583
H 0.0064 0.0705 -0.0590
C -0.8731 0.4330 0.2777

=====

Record 3
The following is a quantum chemistry calculation of a cluster of 2 separate species, C21H45N2O2PS in total in a non-equilibrium geometry, from OMol25.

The spin multiplicity is 2. The value obtained for the orbital gap (spin up / spin down) is 7.6 / 7.6 eV. As for the expectation value of S²: 0.75. Its total charge is +1. The value obtained for the HOMO energy (spin up / spin down) is -10.16 / -10.16 eV. For the relative energy (zero: lowest compared OMol25 entry of this formula, charge and spin), the calculation gives 39.91 kJ/mol.

Atoms and positions in Å:
1 C -2.647303 -0.576752 2.845848
2 C -2.717732 -1.605023 1.730645
3 C -1.423059 -1.793867 0.978807
4 O -0.402586 -2.245631 1.825077
5 C 0.931937 -1.961274 1.372146
6 C 1.720373 -1.142636 2.404074
7 P 1.405577 -2.017396 4.019982
8 S 1.835529 -3.931358 3.907867
9 C 3.193660 -1.295779 2.023963
10 C 4.099985 -0.165737 2.495065
11 C 5.432175 -0.389487 1.783303
12 C 4.405655 -0.184266 3.988044
13 N 3.563621 1.125324 2.031797
14 O 4.380636 2.107417 2.069809
15 C 2.194484 1.479108 2.442611
16 C 2.157480 2.141936 3.844585
17 C 1.718811 2.561212 1.435982
18 C 1.184888 0.315220 2.355546
19 H -1.713055 -0.626398 3.386569
20 H -3.433246 -0.771445 3.564590
21 H -2.791692 0.443694 2.501330
22 H -2.970248 -2.562866 2.171681
23 H -3.520625 -1.350520 1.044714
24 H -1.638430 -2.529194 0.194539
25 H -1.179528 -0.855728 0.464892
26 H 0.880547 -1.412103 0.438128
27 H 1.423518 -2.912838 1.194361
28 H 2.205713 -1.443782 5.015150
29 H 0.076133 -1.783247 4.389805
30 H 3.249499 -1.274553 0.937067
31 H 3.599829 -2.235591 2.368405
32 H 5.310742 -0.282162 0.710958
33 H 6.184985 0.301437 2.127890
34 H 5.799226 -1.391117 1.979267
35 H 3.562268 0.050321 4.621218
36 H 4.788544 -1.162863 4.248249
37 H 5.196547 0.529078 4.176225
38 H 1.494853 2.992338 3.811008
39 H 1.738966 1.464597 4.582177
40 H 3.145106 2.423988 4.180600
41 H 0.646292 2.520088 1.294389
42 H 2.201978 2.373706 0.481803
43 H 2.044289 3.541786 1.744336
44 H 0.595085 0.428566 1.458303
45 H 0.491688 0.439117 3.176926
46 C -3.602325 -0.243416 -6.703575
47 C -2.897141 0.988630 -6.135330
48 C -1.854464 0.777505 -5.046955
49 N -2.283781 0.124922 -3.750866
50 C -2.460848 -1.351503 -3.910678
51 C -1.183811 0.365676 -2.729392
52 C -1.514068 1.708900 -2.112810
53 C -3.039953 1.685195 -2.007457
54 C -3.517839 0.761552 -3.136510
55 H -4.393079 -0.603461 -6.044474
56 H -4.080954 0.011944 -7.646847
57 H -2.901850 -1.056548 -6.899026
58 H -3.639678 1.724501 -5.822467
59 H -2.354767 1.471495 -6.951008
60 H -1.451707 1.751934 -4.772279
61 H -1.027382 0.173965 -5.421301
62 H -1.567058 -1.761476 -4.373438
63 H -3.333835 -1.552830 -4.518751
64 H -2.607786 -1.787737 -2.926106
65 H -1.247308 -0.428229 -1.987038
66 H -0.219429 0.324042 -3.230575
67 H -1.176638 2.525990 -2.750917
68 H -1.033931 1.836247 -1.144684
69 H -3.465191 2.682398 -2.092657
70 H -3.356079 1.285705 -1.044476
71 H -4.069446 1.290679 -3.904961
72 H -4.142769 -0.041399 -2.755155

Cartesian forces (eV/Å) of the 6 atoms listed first:
C -0.2919 0.0999 0.0727
C 0.2399 -0.0577 0.6761
C -0.7279 -0.0796 -0.5844
O 0.3781 0.6992 -0.1378
C -0.5582 -0.7125 0.4352
C -0.4599 -0.0001 0.0112

=====

- Which of these has the highest total charge?
  C21H45LuOP3S

=====

- Look up the total charge of the second one.
  +3

=====

- The lowest total charge belongs to which entry?
  C21H45N2O2PS